#1
ORCA calculation (wB97M-V/def2-TZVPD) on a molecular structure, C8H10IrO6P.

ORCA input file:
```
! RIJCOSX wB97M-V def2-TZVPD def2/J DEFGRID3
* xyz 3 6
O -2.96437 2.69149 -5.17378
C -2.29186 2.27638 -4.35512
Ir 0.46225 0.95886 -0.39031
O -1.83411 -1.01837 0.09188
C -0.89494 -0.34192 -0.05201
C 2.54322 -0.43796 2.13564
O 3.15339 -1.18479 2.76622
C 0.61080 2.36243 0.86265
O 0.62402 3.27832 1.57967
C 1.78984 0.79540 -1.73429
O 2.55544 0.78512 -2.61245
H -0.39583 1.64907 -1.34064
C -1.64834 -2.84704 3.05108
P 0.01768 -2.92493 2.33304
C 1.01868 -3.83044 3.54293
C -0.15216 -4.01707 0.89761
O 0.57751 -1.54175 2.05415
H -1.63439 -2.13523 3.89018
H -1.94752 -3.85017 3.39495
H -2.33125 -2.46682 2.27723
H 0.62633 -4.84577 3.70990
H 2.05492 -3.88932 3.19329
H 1.02575 -3.27028 4.48419
H -0.91579 -3.59873 0.23409
H 0.79810 -4.04747 0.34664
H -0.44050 -5.04027 1.20008
*
```

Properties
HOMO-LUMO gap (spin up / spin down) ... 5.2 / 2.1 eV
⟨S²⟩ ... 8.789
LUMO (spin up / spin down) ... -12.887 / -19.073 eV
HOMO (spin up / spin down) ... -0.665 / -0.778 Ha

***

#2
ORCA calculation (wB97M-V/def2-TZVPD) on a molecular structure, C8H10IrO6P.

ORCA input file:
```
! RIJCOSX wB97M-V def2-TZVPD def2/J DEFGRID3
* xyz 3 6
O 1.81038 -0.29631 -3.00111
C 1.25942 -0.15628 -1.99843
Ir 0.34540 0.16687 -0.19703
O -1.82501 -1.96643 -1.06161
C -1.04001 -1.19147 -0.75197
C 1.31539 1.47298 1.04446
O 1.85589 2.22833 1.76782
C -0.94583 1.61172 -0.74618
O -1.67944 2.47125 -0.96260
C 1.29674 -1.27693 0.82599
O 1.80460 -2.04460 1.50987
H 1.63032 1.16057 -0.55694
C -3.60400 -0.16785 1.65647
P -2.04899 -0.38048 2.51364
C -2.18515 0.35197 4.13945
C -1.72541 -2.12899 2.70498
O -0.92218 0.31396 1.76849
H -3.79299 0.90584 1.51655
H -4.41863 -0.61277 2.24248
H -3.56436 -0.64661 0.67077
H -2.99482 -0.11378 4.71885
H -1.23044 0.22304 4.66519
H -2.37685 1.42692 4.02822
H -1.68712 -2.62016 1.72528
H -0.75690 -2.26772 3.20527
H -2.52079 -2.58718 3.30672
*
```

Properties
HOMO-LUMO gap (spin up / spin down) ... 6.9 / 6.1 eV
⟨S²⟩ ... 8.772
LUMO (spin up / spin down) ... -11.765 / -17.605 eV
HOMO (spin up / spin down) ... -0.685 / -0.872 Ha

***

Last place for stability: #2

***

#1
ORCA calculation (wB97M-V/def2-TZVPD) on a single C6H11NO molecule.

ORCA input file:
```
! RIJCOSX wB97M-V def2-TZVPD def2/J DEFGRID3
* xyz 0 1
C -1.13475 0.90393 0.57244
C -1.81896 -0.07369 -0.41552
C -0.09967 -1.47514 0.37996
C 1.05431 -0.36961 0.66534
C 2.27083 -0.09154 -0.33811
C 0.05702 1.69954 -0.02828
H -0.98386 0.28664 1.38437
H -2.29632 1.42395 0.94936
H -2.49151 -0.50387 0.31438
H -2.47594 0.43973 -1.20688
H -0.39381 -1.66473 1.49170
H 0.29681 -2.57803 0.25477
H 1.24516 0.12293 1.71283
H 2.48043 -0.76856 -1.01354
H 3.40519 0.28825 -0.02271
H 0.80991 2.33132 0.58280
H -0.16952 2.29647 -1.00719
N 0.83456 0.45174 -0.49193
O -0.90514 -1.04965 -0.62642
*
```

Properties
SMILES string ... C1COC[C@H]2CN2C1
HOMO-LUMO gap ... 9.8 eV
LUMO ... 1.122 eV
HOMO ... -0.318 Ha

***

#2
ORCA calculation (wB97M-V/def2-TZVPD) on a molecular structure, C6H11NO.

ORCA input file:
```
! RIJCOSX wB97M-V def2-TZVPD def2/J DEFGRID3
* xyz 0 1
C -1.14962 0.54535 -1.44491
C -0.20710 -0.38962 -0.72832
C 1.24183 0.39422 0.00314
C 1.44363 1.68788 -0.38631
N 0.01948 -1.60125 -1.05432
H -0.49521 -1.87494 -1.89405
H 1.98581 -0.38173 -0.13459
H -2.11398 0.04478 -1.55282
H -1.30602 1.47495 -0.90445
H -0.76583 0.77876 -2.43881
H 0.72693 2.46397 -0.15847
H 2.31860 1.93612 -0.96937
C -0.33532 -1.35447 1.82354
C -0.30069 0.03188 1.24289
O -0.98436 1.00241 1.44482
H 1.01019 0.28796 1.24503
H -0.19793 -1.26823 2.90301
H -1.31626 -1.78527 1.61658
H 0.42585 -1.99277 1.38744
*
```

Properties
HOMO-LUMO gap (spin up / spin down) ... 7.3 / 7.3 eV
LUMO (spin up / spin down) ... 0.028 / 0.029 eV
HOMO (spin up / spin down) ... -0.266 / -0.266 Ha

***

#3
ORCA calculation (wB97M-V/def2-TZVPD) on a single C6H11NO molecule.

ORCA input file:
```
! RIJCOSX wB97M-V def2-TZVPD def2/J DEFGRID3
* xyz 0 1
C 2.23508 -2.01673 1.01952
C 1.91211 -0.59650 0.74925
C -2.67132 0.52087 -1.21926
C 0.54624 -0.05193 0.94191
C -1.48718 0.88390 -0.31623
C -0.15288 0.08890 -0.44973
N 2.65299 -1.22496 1.89416
O 2.72787 0.03563 -0.23725
H 1.95114 -3.07362 0.78802
H -2.55054 1.01477 -2.18249
H -3.62624 0.96271 -0.93183
H -2.55460 -0.57791 -1.21539
H -0.11603 -0.58689 1.51784
H 0.55336 1.00121 1.42898
H -1.67895 0.81780 0.71953
H -1.08655 1.98769 -0.50424
H -0.40259 -0.74862 -1.09126
H 0.45552 0.78091 -1.03283
H 3.29257 0.78277 0.12131
*
```

Properties
SMILES string ... CCCC[C@]1(O)C=N1
HOMO-LUMO gap ... 10.5 eV
LUMO ... 0.965 eV
HOMO ... -0.349 Ha

***

Last place for stability: #1